The following is a quantum chemistry calculation of the molecule CH4N2 at a distorted geometry, from the Open Molecules 2025 dataset.

Calculated values
- ΔE to the lowest compared entry with this formula, charge and spin (kcal/mol) = 36.20
- total energy (eV) = -4081.3123
- lowest unoccupied orbital energy (eV) = 1.0675
- Kohn-Sham gap (eV) = 10.728

CARTESIAN COORDINATES (ANGSTROEM)
1 H 0.746 1.585 0.469
2 N 1.257 0.734 0.370
3 C 0.569 -0.213 -0.138
4 N -0.861 -0.353 -0.396
5 H 0.992 -1.193 -0.027
6 H -1.414 -1.110 0.002
7 H -1.290 0.550 -0.281

The following is a quantum chemistry calculation of the molecule CH4N2 at a distorted geometry, from the Open Molecules 2025 dataset.

Calculated values
- multiplicity = 3
- ΔE to the lowest compared entry with this formula, charge and spin (kcal/mol) = 0.00
- total energy (eV) = -4077.5958
- lowest unoccupied orbital energy (spin up / spin down) (eV) = 1.3373 / -1.4008
- Kohn-Sham gap (spin up / spin down) (eV) = 8.341 / 9.347

CARTESIAN COORDINATES (ANGSTROEM)
1 C 0.031 -0.618 0.511
2 N 0.403 1.135 -0.977
3 N -0.360 0.222 -0.491
4 H -0.665 -1.555 0.454
5 H -0.341 -0.048 1.427
6 H 1.196 -0.787 0.612
7 H -0.265 1.651 -1.535

The following is a quantum chemistry calculation of the molecule CH4N2O at a distorted geometry, from the Open Molecules 2025 dataset.

Calculated values
- ΔE to the lowest compared entry with this formula, charge and spin (kcal/mol) = 74.81
- total energy (eV) = -6127.2635
- lowest unoccupied orbital energy (eV) = 0.9991
- Kohn-Sham gap (eV) = 10.305

CARTESIAN COORDINATES (ANGSTROEM)
1 C 0.916 -0.313 0.069
2 N -0.352 0.355 0.060
3 N -1.397 -0.236 -0.438
4 O -2.453 0.379 -0.367
5 H 1.279 -0.434 1.094
6 H 0.778 -1.290 -0.389
7 H 1.658 0.252 -0.504
8 H -0.429 1.288 0.475

Q: The highest total energy belongs to which entry?
A: number 2

Q: The lowest total energy belongs to which entry?
A: CH4N2O

Q: The lowest total energy belongs to which entry?
A: CH4N2O